Record 1
C12H26IrN4O2Sb | wB97M-V/def2-TZVPD

Each line ends with the Löwdin charge.
Cartesian coordinates (Å):
Ir -0.268 0.266 -0.529  1.079
C -3.297 1.041 1.733  -0.253
Sb -1.474 -0.013 1.659  1.390
C -0.348 0.583 3.335  -0.242
C -1.970 -2.038 1.991  -0.248
H -3.713 0.888 2.728  0.033
H -3.989 0.649 0.990  0.021
H -3.127 2.102 1.565  0.028
H -0.875 0.229 4.220  0.034
H -0.267 1.667 3.360  0.031
H 0.642 0.135 3.291  0.017
H -2.818 -2.065 2.675  0.032
H -1.125 -2.551 2.447  0.027
H -2.238 -2.523 1.056  0.012
N 2.414 1.319 0.576  0.178
C 2.439 -0.026 0.588  -0.344
C 3.603 -0.688 1.038  0.012
C 3.624 -2.044 1.157  -0.014
C 2.476 -2.781 0.828  -0.033
C 1.390 -2.112 0.360  -0.124
N 1.357 -0.754 0.210  -0.073
H 3.226 1.810 0.911  0.129
H 1.572 1.852 0.408  0.059
H 4.460 -0.085 1.306  0.131
H 4.514 -2.542 1.519  0.132
H 2.446 -3.856 0.923  0.123
H 0.497 -2.628 0.058  0.094
C 0.794 4.020 -1.566  -0.034
C 0.072 2.702 -1.716  -0.501
C 0.868 1.678 -2.535  -0.060
O -0.186 2.163 -0.382  -0.424
H 0.935 4.485 -2.543  0.102
H 1.779 3.877 -1.116  0.086
H 0.218 4.702 -0.944  0.095
H -0.899 2.873 -2.186  0.136
H 1.906 1.627 -2.212  0.089
H 0.848 1.930 -3.595  0.110
H 0.452 0.638 -2.508  0.051
N -1.589 -3.095 -2.746  0.227
C -1.654 -1.944 -2.080  -0.590
N -2.703 -1.136 -2.277  0.206
O -0.717 -1.664 -1.268  -0.228
H -2.305 -3.397 -3.384  0.137
H -0.788 -3.689 -2.606  0.139
H -3.426 -1.350 -2.944  0.136
H -2.759 -0.258 -1.794  0.092

Forces on the atoms, in the same order (eV/Å):
Ir 0.7 0.0 -0.1
C 0.0 0.0 0.0
Sb -0.1 -0.1 0.2
C 0.0 0.0 -0.1
C 0.0 0.0 0.0
H 0.0 0.0 0.0
H 0.0 0.0 0.0
H 0.0 0.0 0.0
H 0.0 0.0 0.0
H 0.0 0.0 0.0
H 0.0 0.0 0.0
H 0.0 0.0 0.0
H 0.0 0.0 0.0
H 0.0 0.0 0.0
N 0.0 0.0 -0.1
C -0.1 -0.1 0.2
C 0.0 0.0 0.0
C 0.0 0.0 0.0
C 0.0 0.0 0.0
C 0.0 0.0 0.0
N -0.1 0.1 -0.1
H 0.0 0.0 0.0
H 0.0 0.0 0.0
H 0.0 0.0 0.0
H 0.0 0.0 0.0
H 0.0 0.0 0.0
H 0.0 0.0 0.1
C 0.1 0.0 -0.1
C 0.2 0.1 0.1
C 0.0 0.0 0.2
O -0.6 -0.2 -0.1
H 0.0 0.0 0.0
H 0.0 0.0 0.0
H 0.0 0.0 0.0
H 0.0 0.0 0.0
H 0.0 0.0 0.0
H 0.0 0.0 0.0
H -0.1 0.0 -0.1
N 0.0 0.0 0.0
C 0.0 0.0 0.1
N 0.0 0.0 0.0
O -0.2 0.1 -0.1
H 0.0 0.0 0.0
H 0.0 0.0 0.0
H 0.0 0.0 0.0
H 0.0 0.0 0.0

Results
gap between HOMO and LUMO = 7.50 eV
total charge = +2
ΔE to the lowest compared entry with this formula, charge and spin = 0.1862 eV
multiplicity = 1
lowest unoccupied orbital energy = -7.285 eV

Record 2
C12H26N2O9S2 | wB97M-V/def2-TZVPD

Each line ends with the Löwdin charge.
Cartesian coordinates (Å):
O 7.222 -1.714 1.766  0.081
C 7.031 -1.835 0.612  -0.250
C 6.143 -0.924 -0.236  -0.213
O 6.286 0.460 0.039  -0.293
S 5.518 0.962 1.431  0.945
O 5.775 2.351 1.426  -0.352
O 3.898 0.857 1.124  -0.307
C 3.343 -0.370 1.645  -0.257
C 1.945 -0.145 2.253  -0.158
C 1.018 -1.330 1.949  -0.203
C 0.392 -1.192 0.537  -0.194
S -1.354 -0.784 0.704  0.621
O -1.566 0.009 1.849  -0.259
O -2.181 -1.969 0.698  -0.306
O -1.747 0.070 -0.656  -0.193
H 7.518 -2.686 0.084  0.126
H 5.109 -1.279 -0.193  0.107
H 6.452 -1.061 -1.274  0.125
H 4.000 -0.747 2.433  0.110
H 3.233 -1.064 0.804  0.105
H 2.072 0.018 3.322  0.121
H 1.528 0.758 1.799  0.089
H 1.585 -2.261 1.963  0.115
H 0.232 -1.374 2.698  0.105
H 0.855 -0.342 0.029  0.107
H 0.487 -2.110 -0.032  0.106
H -2.725 0.153 -0.713  0.072
C -6.234 -1.597 -3.140  -0.006
C -5.113 -1.375 -2.157  -0.542
O -4.674 -0.254 -1.909  0.015
N -4.584 -2.444 -1.539  0.023
C -4.941 -3.843 -1.677  -0.062
H -6.543 -0.638 -3.546  0.083
H -5.899 -2.230 -3.962  0.086
H -7.089 -2.056 -2.643  0.086
H -3.840 -2.203 -0.901  0.102
H -5.245 -4.229 -0.703  0.087
H -4.066 -4.402 -2.014  0.085
H -5.749 -3.983 -2.386  0.073
C 0.305 4.955 0.590  -0.007
C 0.268 3.461 0.381  -0.533
O 1.211 2.739 0.684  0.026
N -0.848 2.922 -0.159  0.016
C -2.062 3.593 -0.580  -0.066
H 1.262 5.225 1.028  0.083
H 0.199 5.475 -0.362  0.084
H -0.489 5.263 1.272  0.085
H -0.798 1.920 -0.262  0.089
H -2.906 3.188 -0.019  0.086
H -2.227 3.400 -1.642  0.086
H -2.005 4.664 -0.417  0.072

Forces on the atoms, in the same order (eV/Å):
O 0.2 0.6 2.0
C -0.2 -0.5 -1.7
C 0.5 -0.2 -0.6
O -0.9 -0.2 0.3
S -0.4 -0.9 0.7
O 0.4 1.5 -0.2
O 0.7 -0.5 -0.2
C -0.8 0.3 -0.1
C 0.4 0.2 -0.4
C 0.1 0.3 -0.1
C -0.1 0.6 0.1
S -1.9 -1.1 -1.1
O 0.5 1.6 0.9
O 0.6 -0.2 -0.8
O 1.0 -0.7 1.1
H -0.3 0.1 -0.3
H 0.0 0.1 0.2
H 0.0 0.1 0.0
H 0.1 -0.4 -0.3
H 0.3 -0.2 0.2
H -0.3 0.0 0.0
H 0.0 0.1 0.2
H -0.1 -0.1 0.2
H 0.0 -0.2 0.1
H 0.0 -0.1 -0.2
H -0.3 0.1 -0.3
H 0.0 -0.3 -0.1
C 0.0 0.1 0.0
C 0.1 0.2 0.1
O 0.1 0.3 0.0
N -0.1 -0.2 -0.1
C 0.3 0.2 0.3
H 0.1 0.0 0.1
H -0.1 -0.1 0.0
H 0.0 -0.1 -0.1
H 0.1 -0.2 0.2
H -0.1 -0.1 -0.1
H -0.1 -0.1 -0.1
H 0.0 0.1 0.0
C 0.1 0.0 0.0
C 0.1 -0.2 0.0
O 0.0 0.1 0.0
N 0.2 0.3 0.0
C 0.1 -0.5 0.0
H 0.0 -0.1 0.0
H -0.1 0.1 0.1
H 0.0 0.1 -0.1
H -0.2 0.1 -0.1
H -0.1 0.2 0.0
H -0.1 0.1 0.0
H 0.1 0.0 0.0

Results
gap between HOMO and LUMO = 9.67 eV
multiplicity = 1
lowest unoccupied orbital energy = 0.404 eV

Record 3
C12H26N2O9Zn | wB97M-V/def2-TZVPD

Each line ends with the Löwdin charge.
Cartesian coordinates (Å):
Zn -0.753 1.025 -1.780  0.709
C -2.500 -0.402 -0.376  -0.825
O -1.234 -0.612 -0.680  -0.245
O -3.440 -0.994 -0.992  -0.083
O -2.601 0.907 -0.469  -0.169
C -2.207 2.355 -3.515  -0.860
O -1.143 2.743 -2.895  -0.209
O -3.360 2.820 -3.186  -0.136
O -2.206 1.035 -3.471  -0.194
C 0.191 -1.315 -3.925  -0.078
O 0.421 -0.221 -3.063  -0.244
C 1.713 -0.276 -2.445  -0.185
C 2.036 1.148 -1.918  -0.166
N 1.013 1.425 -0.907  -0.103
C 1.156 2.812 -0.390  -0.146
C 0.062 3.054 0.669  -0.189
O 0.431 2.489 1.934  -0.229
C -0.681 2.432 2.787  -0.137
H -0.830 -1.274 -4.295  0.097
H 0.326 -2.277 -3.417  0.088
H 0.954 -1.264 -4.711  0.079
H 2.433 -0.499 -3.244  0.110
H 1.793 -1.040 -1.667  0.125
H 2.004 1.860 -2.743  0.126
H 3.064 1.119 -1.536  0.114
H 1.207 0.843 -0.080  0.071
H 0.899 3.450 -1.236  0.120
H 2.088 2.930 0.171  0.119
H -0.881 2.612 0.321  0.110
H -0.120 4.109 0.903  0.122
H -0.375 2.092 3.779  0.079
H -1.426 1.728 2.400  0.092
H -1.185 3.394 2.935  0.083
C 1.525 -1.564 3.239  -0.068
C 0.743 -1.667 1.916  -0.421
C -0.676 -2.085 2.174  -0.195
O -0.813 -3.345 2.845  -0.172
C -0.734 -4.418 1.967  -0.157
N 0.827 -0.359 1.269  0.044
H 1.882 -2.550 3.549  0.062
H 0.996 -1.052 4.043  0.073
H 2.462 -1.023 3.082  0.065
H 1.157 -2.447 1.269  0.131
H -1.272 -2.010 1.258  0.110
H -1.162 -1.368 2.845  0.133
H 0.167 -4.563 1.358  0.079
H -1.509 -4.372 1.187  0.093
H -0.971 -5.364 2.460  0.075
H -0.016 -0.386 0.656  0.045
H 0.545 0.365 1.926  0.056

Forces on the atoms, in the same order (eV/Å):
Zn -3.7 0.3 -1.0
C -1.3 4.6 -8.5
O 3.2 -4.2 1.8
O 0.1 -2.8 3.3
O -0.8 2.3 3.5
C -4.0 -4.3 7.4
O 3.7 3.5 -0.1
O 0.7 2.6 -3.3
O 0.8 -2.0 -3.0
C 0.1 -0.1 0.2
O 1.3 -0.5 0.5
C 0.1 1.1 -1.2
C -0.4 -1.8 0.0
N 1.9 1.6 0.8
C -1.9 -0.4 0.9
C -0.3 0.0 0.0
O 0.4 -0.1 0.0
C -0.5 -0.4 0.3
H 0.0 0.4 0.0
H 0.0 0.1 0.3
H -0.2 -0.1 -0.4
H 0.2 -0.2 0.1
H -0.3 0.0 0.1
H -0.3 0.1 0.1
H 0.0 0.2 0.3
H -0.2 -0.5 -0.5
H 0.6 0.4 0.1
H 0.4 0.4 -0.7
H -0.1 0.0 0.0
H 0.1 0.2 -0.6
H 0.3 -0.1 -0.1
H -0.1 0.1 -0.1
H 0.1 0.2 -0.3
C 1.1 -0.8 -0.5
C 0.8 0.4 1.2
C -1.3 0.5 0.5
O 0.6 0.1 -0.2
C -1.1 -1.0 -1.3
N -1.2 -0.7 -0.2
H -0.5 -0.1 0.4
H -0.3 -0.2 -0.1
H -0.1 0.3 -0.2
H 0.4 0.2 -0.1
H 0.2 -0.5 -0.2
H 0.2 0.1 0.1
H 0.5 0.4 0.6
H -0.2 0.4 0.1
H 0.3 0.2 0.5
H 0.1 0.2 -0.8
H 0.4 0.0 0.3

Results
gap between HOMO and LUMO = 4.05 eV
total charge = -2
ΔE to the lowest compared entry with this formula, charge and spin = 0.9825 eV
multiplicity = 1
lowest unoccupied orbital energy = 4.586 eV

Record 4
C12H26N4O7Zn | wB97M-V/def2-TZVPD

Each line ends with the Löwdin charge.
Cartesian coordinates (Å):
O -2.908 -3.715 -2.941  -0.127
H -3.307 -3.767 -3.824  0.078
Zn -0.199 -0.279 -0.220  0.757
N 1.530 -1.072 0.812  -0.283
N -0.955 -1.908 0.641  -0.222
N 0.511 1.581 -1.040  -0.033
N -1.764 0.408 -1.260  0.016
O 2.631 -0.534 0.958  -0.199
O 1.669 2.305 -0.772  -0.029
O -2.898 -0.316 -1.630  0.011
O -2.137 -2.309 0.379  -0.220
C -0.161 -2.558 1.525  -0.274
C 1.142 -2.028 1.684  -0.287
C -0.490 2.344 -1.389  -0.225
C -1.752 1.683 -1.562  -0.238
C 2.163 -2.320 2.718  -0.040
H 2.360 -1.450 3.380  0.083
H 3.106 -2.543 2.190  0.087
H 1.844 -3.169 3.314  0.058
C -0.673 -3.770 2.216  -0.031
H -0.951 -4.528 1.470  0.088
H -1.571 -3.504 2.790  0.086
H 0.105 -4.161 2.879  0.063
C -0.304 3.824 -1.624  0.007
C -2.906 2.375 -2.205  0.001
H 0.783 4.017 -1.661  0.090
H -0.760 4.471 -0.841  0.109
H -0.771 4.072 -2.591  0.096
H -3.851 1.842 -2.008  0.096
H -2.760 2.438 -3.298  0.112
H -2.969 3.406 -1.831  0.089
H 2.143 1.808 -0.050  0.092
H -2.759 -1.232 -1.258  0.089
C -1.578 -3.245 -3.093  -0.168
H -1.095 -3.431 -2.131  0.075
H -1.592 -2.156 -3.214  0.059
H -1.034 -3.736 -3.925  0.088
O 1.293 -0.800 -1.842  -0.093
H 1.279 0.206 -1.834  0.028
H 1.853 -0.995 -1.047  0.038
C 2.993 1.806 2.181  -0.017
C 1.508 1.804 2.010  -0.431
C 0.726 3.037 2.275  -0.003
O 0.798 0.786 1.740  -0.027
H 3.204 2.738 2.662  0.065
H 3.724 1.761 1.344  0.115
H 3.222 0.991 2.863  0.097
H 0.340 3.500 1.346  0.086
H -0.128 2.622 2.821  0.102
H 1.342 3.702 2.893  0.087

Forces on the atoms, in the same order (eV/Å):
O -0.3 -0.2 -0.7
H 0.1 0.0 0.5
Zn 1.2 -1.9 1.1
N -3.6 -4.2 0.5
N 2.5 -0.2 2.3
N -0.9 2.5 0.6
N -1.8 1.0 -1.0
O 4.0 1.5 -0.4
O 0.3 -0.6 0.5
O 1.3 1.0 0.3
O -1.8 -0.6 -0.9
C -2.6 0.9 -2.0
C 2.3 2.5 -1.6
C 2.5 0.5 0.9
C -1.8 -2.7 -0.7
C 0.0 -0.4 0.2
H -0.1 -0.3 -0.3
H -0.2 0.0 0.4
H 0.2 -0.1 0.3
C 0.0 0.0 0.0
H 0.0 0.1 0.3
H 0.1 -0.2 -0.1
H -0.3 -0.1 -0.1
C 0.1 0.0 -0.1
C -0.4 0.2 -0.1
H -0.8 0.1 -0.1
H 0.2 -0.6 -0.4
H 0.2 0.1 0.4
H 0.5 0.2 -0.1
H 0.0 -0.1 0.4
H -0.1 -0.3 -0.1
H -0.4 -0.2 -1.1
H 0.2 0.2 0.7
C 0.1 0.1 0.3
H 0.2 -0.1 -0.2
H 0.2 0.0 -0.3
H -0.2 0.3 0.5
O 0.2 1.4 0.1
H 0.5 -2.0 -0.6
H -0.2 -0.1 -0.7
C 0.6 0.1 0.3
C -2.7 -3.1 -1.5
C -0.1 0.2 0.5
O 1.4 4.3 1.5
H 0.4 0.6 0.5
H -1.0 -0.4 0.1
H 0.2 -0.2 -0.2
H 0.5 -0.1 0.5
H 0.0 0.7 0.1
H -0.6 0.3 -0.3

Results
gap between HOMO and LUMO (alpha / beta) = 3.91 / 3.92 eV
ΔE to the lowest compared entry with this formula, charge and spin = 0.0000 eV
multiplicity = 1
lowest unoccupied orbital energy (alpha / beta) = -1.615 / -1.616 eV

Number 1: F_max 0.0137 hartree/bohr. Number 2: F_max 0.0484 hartree/bohr. Number 3: F_max 0.1885 hartree/bohr. Number 4: F_max 0.1087 hartree/bohr.